{"formula": "C54H40ClCsF6N3OP3S", "method": "the ωB97M-V functional and the def2-TZVPD basis", "symbols": ["Cs", "C", "C", "N", "C", "C", "C", "C", "C", "C", "C", "N", "C", "C", "C", "C", "C", "C", "C", "C", "N", "C", "H", "H", "H", "H", "H", "H", "H", "H", "H", "H", "H", "H", "O", "S", "C", "C", "C", "C", "C", "C", "P", "C", "C", "C", "C", "C", "C", "C", "C", "C", "C", "C", "C", "C", "C", "C", "C", "C", "C", "P", "C", "C", "C", "C", "C", "C", "C", "C", "C", "C", "C", "C", "H", "H", "H", "H", "H", "H", "H", "H", "H", "H", "H", "H", "H", "H", "H", "H", "H", "H", "H", "H", "H", "H", "H", "H", "H", "H", "H", "H", "Cl", "F", "P", "F", "F", "F", "F", "F"], "positions_angstrom": [[-0.676722, -2.053499, 0.624873], [-3.409375, -4.692886, 3.902519], [-3.175772, -3.504512, 3.177781], [-2.153415, -2.716905, 3.407333], [-1.268022, -3.057957, 4.366765], [-1.398701, -4.234614, 5.132507], [-2.519283, -5.052588, 4.871959], [-0.404658, -4.569850, 6.087457], [0.683037, -3.756379, 6.262704], [0.811971, -2.564140, 5.542453], [-0.149171, -2.169836, 4.603958], [-0.033589, -1.073514, 3.824916], [0.633620, 0.027845, 4.227253], [0.703844, 0.446269, 5.557697], [1.357883, 1.627176, 5.928760], [1.976210, 2.410534, 4.992772], [1.913781, 2.052240, 3.621331], [2.511939, 2.832070, 2.610358], [2.389272, 2.459900, 1.306588], [1.651073, 1.297684, 1.004466], [1.089551, 0.541101, 1.917135], [1.218814, 0.890193, 3.217495], [-4.268141, -5.306846, 3.667473], [-3.829243, -3.191245, 2.367193], [-2.645351, -5.967698, 5.440429], [-0.497144, -5.492436, 6.647730], [1.466999, -4.045176, 6.951211], [1.705447, -1.964947, 5.650832], [0.193306, -0.141527, 6.308677], [1.373995, 1.918653, 6.971872], [2.500653, 3.313457, 5.281862], [3.061177, 3.724756, 2.891051], [2.834832, 3.036093, 0.506836], [1.519487, 0.993448, -0.026961], [-2.858761, -1.712397, -2.913431], [-2.149186, -0.530281, -2.339513], [-3.366612, 0.770806, -2.132730], [-4.610174, 0.581112, -2.707822], [-5.589276, 1.544396, -2.535851], [-5.315907, 2.684119, -1.787476], [-4.072473, 2.848154, -1.196404], [-3.079657, 1.883073, -1.346135], [-1.422317, 2.044630, -0.534992], [-0.907606, 3.632746, -1.341230], [-1.214140, 4.911798, -0.879446], [-0.813242, 6.035405, -1.588183], [-0.103157, 5.899939, -2.776254], [0.208127, 4.632340, -3.246522], [-0.184066, 3.511530, -2.526322], [-1.855907, 2.565698, 1.170623], [-2.926953, 1.991441, 1.850473], [-3.105392, 2.239417, 3.207513], [-2.223324, 3.055057, 3.898546], [-1.144812, 3.622947, 3.229348], [-0.959860, 3.370850, 1.879661], [-1.219346, 0.165226, -3.752072], [-1.802712, 1.063919, -4.642733], [-1.110474, 1.472454, -5.768882], [0.160283, 0.968535, -6.017943], [0.735253, 0.070374, -5.135854], [0.066500, -0.338793, -3.979629], [0.857958, -1.516690, -2.782356], [2.275381, -0.553889, -2.140278], [2.634200, 0.734643, -2.526063], [3.740450, 1.352642, -1.954612], [4.492792, 0.691674, -0.992070], [4.132707, -0.589358, -0.591595], [3.028824, -1.206758, -1.160383], [1.706294, -2.633122, -3.973096], [0.945756, -3.673880, -4.501611], [1.495009, -4.552916, -5.423307], [2.819171, -4.411975, -5.813222], [3.589805, -3.387452, -5.278809], [3.036184, -2.501155, -4.365309], [-4.789608, -0.335744, -3.256213], [-6.569549, 1.404178, -2.973688], [-6.081753, 3.437138, -1.648565], [-3.873404, 3.723374, -0.589728], [-1.770228, 5.030387, 0.042741], [-1.058288, 7.022559, -1.215660], [0.206592, 6.778952, -3.327617], [0.760467, 4.514191, -4.171005], [0.063104, 2.520602, -2.890562], [-3.581926, 1.289260, 1.348431], [-3.926468, 1.759390, 3.724687], [-2.357473, 3.232784, 4.958754], [-0.436170, 4.243396, 3.765155], [-0.101837, 3.793588, 1.369259], [-2.795123, 1.447487, -4.447448], [-1.563654, 2.178303, -6.453626], [0.704044, 1.273154, -6.903880], [1.722406, -0.326094, -5.340645], [2.064380, 1.258242, -3.282323], [4.011613, 2.355765, -2.263137], [5.350303, 1.180585, -0.545934], [4.693810, -1.116686, 0.169504], [2.755329, -2.207102, -0.838352], [-0.083669, -3.791205, -4.179929], [0.893919, -5.358981, -5.824680], [3.254421, -5.106269, -6.521010], [4.627592, -3.282172, -5.569813], [3.647005, -1.709684, -3.948087], [-3.701596, -1.103889, 0.770975], [1.533787, -3.565628, 0.912670], [2.704227, -4.709347, 0.949909], [1.578800, -5.843169, 0.728805], [3.860676, -5.829727, 0.972354], [2.865257, -4.550144, -0.659026], [3.811409, -3.536656, 1.156211], [2.523943, -4.821974, 2.550119]], "forces_ev_per_angstrom": [[-0.25, 0.41, 0.13], [0.05, 0.02, 0.01], [0.02, -0.01, -0.03], [0.07, -0.02, 0.03], [-0.10, -0.04, -0.06], [0.06, 0.03, -0.05], [-0.02, -0.08, 0.05], [0.01, 0.02, -0.02], [0.02, -0.03, 0.04], [-0.05, 0.03, -0.06], [0.18, 0.06, 0.12], [-0.10, -0.15, -0.24], [0.10, 0.17, 0.11], [-0.05, -0.08, -0.02], [0.05, 0.09, 0.03], [-0.04, -0.08, -0.03], [-0.07, -0.10, -0.01], [0.08, 0.12, 0.08], [0.01, 0.00, -0.10], [-0.02, -0.04, 0.23], [0.10, -0.08, -0.10], [-0.07, -0.02, 0.00], [-0.01, 0.00, 0.01], [-0.02, 0.05, 0.04], [-0.01, 0.01, -0.01], [-0.03, 0.00, -0.01], [0.00, 0.01, 0.00], [0.00, -0.01, 0.02], [0.01, 0.00, 0.00], [-0.01, -0.02, 0.00], [0.00, 0.01, -0.03], [-0.01, -0.01, -0.01], [0.00, -0.01, -0.02], [0.01, 0.01, -0.06], [0.16, 0.33, -0.03], [-0.06, -0.52, -0.07], [0.12, 0.10, 0.11], [-0.05, -0.08, -0.04], [0.02, 0.07, 0.04], [0.01, -0.03, -0.01], [-0.04, -0.07, 0.02], [0.07, 0.03, 0.07], [-0.19, 0.19, -0.14], [0.01, -0.12, 0.11], [-0.06, 0.01, -0.01], [0.04, -0.02, -0.07], [-0.04, -0.03, 0.08], [-0.02, 0.00, 0.02], [0.03, -0.02, -0.01], [0.17, -0.05, 0.00], [-0.04, 0.00, 0.02], [0.03, -0.01, -0.07], [0.04, 0.01, -0.03], [-0.02, -0.02, 0.02], [0.01, 0.01, -0.09], [-0.09, 0.02, 0.09], [0.04, -0.07, 0.11], [0.05, -0.02, 0.00], [-0.02, 0.04, -0.05], [-0.03, -0.03, 0.08], [0.05, 0.08, 0.05], [-0.07, -0.04, -0.21], [-0.05, -0.01, 0.02], [0.07, 0.01, -0.01], [0.01, 0.00, 0.05], [-0.06, 0.01, 0.00], [-0.01, -0.02, -0.02], [-0.04, -0.01, 0.02], [-0.02, 0.06, 0.03], [-0.05, -0.01, 0.00], [-0.02, 0.01, 0.03], [0.05, 0.07, 0.03], [-0.04, -0.06, -0.03], [-0.02, 0.01, 0.02], [-0.01, 0.01, 0.01], [0.00, 0.00, 0.00], [0.01, 0.00, 0.01], [-0.01, 0.01, 0.01], [0.01, 0.02, -0.03], [-0.01, -0.01, 0.01], [0.00, 0.00, 0.00], [0.00, -0.02, 0.01], [0.04, 0.00, -0.03], [-0.03, 0.01, -0.02], [-0.01, 0.00, -0.01], [-0.01, 0.00, 0.00], [0.00, 0.00, -0.01], [-0.01, 0.01, 0.05], [0.00, 0.00, -0.01], [0.00, 0.00, 0.00], [-0.01, 0.01, 0.00], [0.00, 0.00, -0.01], [-0.01, 0.02, 0.02], [0.00, -0.01, 0.00], [0.00, -0.01, 0.00], [-0.01, 0.00, -0.01], [0.04, 0.04, 0.00], [0.00, -0.03, -0.02], [-0.01, 0.01, 0.01], [0.00, 0.00, 0.00], [0.00, 0.01, 0.01], [0.01, -0.01, 0.00], [-0.31, 0.08, -0.24], [0.26, -0.07, 0.08], [0.35, -0.31, -0.02], [-0.04, 0.01, 0.00], [-0.01, 0.06, 0.01], [-0.03, 0.01, 0.01], [-0.04, 0.03, 0.00], [-0.01, 0.03, -0.01]], "lowdin_spin": [-0.001, -0.016, 0.027, -0.011, 0.041, 0.002, 0.019, 0.134, -0.006, 0.140, 0.004, 0.358, 0.001, 0.125, -0.005, 0.117, 0.001, 0.017, -0.015, 0.024, -0.013, 0.037, -0.002, 0.001, 0.001, 0.007, -0.003, 0.004, 0.004, -0.003, 0.007, 0.001, -0.001, 0.001, 0.000, 0.000, 0.000, 0.000, 0.000, 0.000, 0.000, 0.000, 0.001, 0.000, 0.000, 0.000, 0.000, 0.000, 0.000, 0.000, 0.000, 0.000, 0.000, 0.001, 0.000, 0.000, 0.000, 0.000, 0.000, 0.000, 0.000, 0.000, 0.000, 0.000, 0.000, 0.000, 0.000, 0.000, 0.000, 0.000, 0.000, 0.000, 0.000, 0.000, 0.000, 0.000, 0.000, 0.000, 0.000, 0.000, 0.000, 0.000, 0.000, 0.000, 0.000, 0.000, 0.000, 0.000, 0.000, 0.000, 0.000, 0.000, 0.000, 0.000, 0.000, 0.000, 0.000, 0.000, 0.000, 0.000, 0.000, 0.000, 0.000, 0.000, 0.000, 0.000, 0.000, 0.000, 0.000, 0.000], "homo_energy_ev": [-5.48, -5.53], "multiplicity": 2, "s2": 0.821, "charge": -1, "relative_energy_kcal_mol": 0.0, "total_energy_ha": -4823.4588, "orbital_gap_ev": [7.39, 5.89]}

=====

{"formula": "C4H10O3Pd", "method": "the ωB97M-V functional and the def2-TZVPD basis", "symbols": ["C", "O", "C", "C", "O", "H", "H", "H", "H", "H", "H", "Pd", "O", "H", "C", "H", "H", "H"], "positions_angstrom": [[-0.342328, -1.555535, 0.420418], [-1.506744, -1.158877, -0.359978], [-2.193436, -0.004905, 0.050537], [-1.550311, 1.306254, -0.408248], [-0.306310, 1.611719, 0.143372], [0.220490, -2.208576, -0.270013], [-0.706601, -2.247459, 1.211947], [-2.350815, -0.011971, 1.147437], [-3.199661, -0.056101, -0.398034], [-2.289741, 2.110661, -0.210766], [-1.446376, 1.228479, -1.511795], [0.338775, 0.196427, 0.928155], [1.963287, 0.348123, 0.890383], [2.538848, 0.983258, 1.323587], [2.545434, -0.013895, -0.478084], [2.894170, 0.561333, -1.343941], [3.535407, -0.374087, -0.164827], [1.855905, -0.714851, -0.970157]], "forces_ev_per_angstrom": [[-1.91, -2.76, -0.92], [0.21, -0.55, -0.41], [-0.54, 0.07, 0.43], [-0.65, 0.58, -1.04], [-3.37, 6.39, -3.47], [0.06, 0.40, 0.18], [0.22, 0.49, 0.02], [0.14, 0.06, -0.14], [0.33, 0.01, 0.02], [0.28, -0.18, 0.04], [-0.11, 0.05, 0.29], [-13.24, -6.12, 5.97], [17.23, 1.73, -3.10], [0.55, 0.48, 0.13], [1.93, -1.46, 0.37], [-1.06, 2.05, 0.84], [-0.49, -1.04, -0.21], [0.43, -0.18, 1.00]], "lowdin_spin": [0.252, 0.090, 0.034, 0.038, 0.252, 0.016, 0.035, 0.008, 0.001, 0.011, 0.000, 1.043, 0.179, 0.023, 0.010, 0.001, 0.003, 0.002], "homo_energy_ev": [-6.58, -7.95], "multiplicity": 3, "s2": 2.004, "charge": 0, "total_energy_ha": -511.6327, "orbital_gap_ev": [6.82, 8.00]}